1.
DFT (wB97M-V/def2-TZVPD) results for C4H9N3O2 as an isolated structure in a non-equilibrium geometry.

Calculated values
Electronic energy ... -12856.2934 eV
Gap between HOMO and LUMO (alpha / beta) ... 7.93 / 7.94 eV
Relative energy (zero: lowest compared OMol25 entry of this formula, charge and spin) ... 3.634 eV

Geometry as ORCA input:
```
! RIJCOSX wB97M-V def2-TZVPD def2/J DEFGRID3
* xyz 0 1
C -1.4694 1.5094 -0.3953
N 1.7654 0.7660 1.0001
C -0.0681 0.9833 -0.2662
N 0.4478 0.9848 0.9827
H 2.0114 0.3632 1.9052
H 2.0689 0.0529 0.2153
H 0.5796 1.3011 -1.0918
H -1.9551 1.1111 -1.2893
H -2.0541 1.2816 0.4948
H -1.4288 2.5944 -0.5067
C -0.5809 -1.5433 0.5484
C 1.3003 -1.2009 -0.7914
O -1.9082 -1.3737 0.5909
N 0.0417 -0.8355 -0.5522
O 0.0062 -2.2221 1.3378
H -2.1981 -0.8396 -0.1602
H 1.7060 -2.0758 -0.2992
H 1.7353 -0.8569 -1.7228
*
```

***

2.
DFT (wB97M-V/def2-TZVPD) results for a 2-piece molecular cluster, C4H9N3O3 overall in a non-equilibrium geometry.

Calculated values
SMILES ... NC(=O)[C@H]1CNC(=O)N1.O
Electronic energy ... -14907.6500 eV
Gap between HOMO and LUMO ... 10.07 eV
Relative energy (zero: lowest compared OMol25 entry of this formula, charge and spin) ... 0.000 eV

Geometry as ORCA input:
```
! RIJCOSX wB97M-V def2-TZVPD def2/J DEFGRID3
* xyz 0 1
N 1.3081 0.7821 -1.4784
C 0.2305 -0.0775 -1.0224
O -0.6162 -0.5073 -1.7858
C 0.0431 -0.0653 0.5021
C -0.6915 1.2077 0.9871
N -2.0588 0.7352 1.0820
C -2.1178 -0.6266 1.1720
O -3.1127 -1.3022 1.4032
N -0.8496 -1.1066 0.9479
H 1.2465 1.1137 -2.4334
H 1.8274 1.3603 -0.8296
H 1.0331 -0.1474 0.9706
H -0.2995 1.5243 1.9648
H -0.5977 2.0415 0.2805
H -2.7962 1.3003 1.4779
H -0.7347 -2.0639 0.6444
H 2.5256 -0.6669 -1.6661
O 2.5995 -1.6992 -1.5275
H 3.0607 -1.8023 -0.6892
*
```

***

3.
DFT (wB97M-V/def2-TZVPD) results for C4H9N3S as an isolated structure in a non-equilibrium geometry.

Calculated values
Electronic energy ... -19593.7544 eV
Gap between HOMO and LUMO ... 8.65 eV
Relative energy (zero: lowest compared OMol25 entry of this formula, charge and spin) ... 5.882 eV

Geometry as ORCA input:
```
! RIJCOSX wB97M-V def2-TZVPD def2/J DEFGRID3
* xyz 0 1
C 2.5426 -1.0814 0.3851
C 0.4772 0.2175 0.6949
C 0.6734 1.2021 -0.6006
C -1.0022 0.0384 0.9445
H 3.0349 0.1461 0.9367
H 2.9295 -2.1228 1.1967
H 3.0325 -1.2483 -0.9715
H 0.6548 -1.6130 -0.0735
H 1.1719 0.7303 1.4286
H 0.5187 2.2186 -0.3396
H 1.6711 0.9901 -1.1503
H -2.8357 -0.1990 -0.5047
H -2.6172 -0.3530 1.8329
N 1.1349 -1.1104 0.6671
N -1.6342 -0.0970 -0.3612
N -1.5765 -0.1028 2.0187
S -0.5735 0.5227 -1.6982
*
```

***

4.
DFT (wB97M-V/def2-TZVPD) results for one molecule with the formula C4H9N3S in a non-equilibrium geometry.

Calculated values
SMILES ... CSC(/C=N\N)=C/N
Electronic energy ... -19597.4788 eV
Gap between HOMO and LUMO ... 8.86 eV
Relative energy (zero: lowest compared OMol25 entry of this formula, charge and spin) ... 2.158 eV

Geometry as ORCA input:
```
! RIJCOSX wB97M-V def2-TZVPD def2/J DEFGRID3
* xyz 0 1
C -2.6279 -0.7027 0.5245
C -0.3058 0.3746 -0.6133
C 0.3985 1.5200 -0.2422
C 0.3769 -0.8086 -1.1359
H -2.5614 -0.3860 1.5608
H -3.7593 -0.8446 0.3271
H -2.2169 -1.7536 0.3617
H -0.2297 2.3792 0.1275
H 2.2327 0.9872 0.0210
H 1.9357 2.5381 0.4617
H -0.0912 -1.2475 -2.0771
H 2.5437 -1.5939 0.7446
H 1.2607 -0.6960 1.0760
N 1.7234 1.8593 -0.1865
N 1.4094 -1.4007 -0.7649
N 2.0164 -0.8289 0.3913
S -2.1052 0.6041 -0.5764
*
```

***

5.
DFT (wB97M-V/def2-TZVPD) results for an isolated ion of composition C4H9N4 and charge +1 in a non-equilibrium geometry.

Calculated values
Electronic energy ... -10240.1873 eV
Gap between HOMO and LUMO (alpha / beta) ... 8.65 / 6.69 eV
Relative energy (zero: lowest compared OMol25 entry of this formula, charge and spin) ... 7.811 eV

Geometry as ORCA input:
```
! RIJCOSX wB97M-V def2-TZVPD def2/J DEFGRID3
* xyz 1 1
C 0.5559 0.0412 0.0105
C 0.8445 -0.4090 -1.3933
C 2.5998 0.7502 1.2979
C -3.0627 -0.0698 -0.0634
N -0.8289 0.2536 0.1595
N -1.4689 -1.7737 0.2833
N 1.3269 0.4396 0.9379
N -1.7822 -0.6024 0.1516
H 1.3096 -1.5024 -1.4795
H -0.0642 -0.1887 -1.9465
H 1.6361 0.1491 -1.8365
H 3.3449 0.8507 0.4353
H 2.6519 1.7902 1.7679
H 2.8986 -0.0595 2.0578
H -2.9551 0.6001 -0.9147
H -3.7435 -0.7466 -0.3404
H -3.2626 0.4775 0.8725
*
```

***

6.
DFT (wB97M-V/def2-TZVPD) results for an isolated ion of composition C4H9N4O and charge +1 in a non-equilibrium geometry.

Calculated values
Electronic energy ... -12291.4879 eV
Gap between HOMO and LUMO (alpha / beta) ... 6.33 / 6.32 eV
Relative energy (zero: lowest compared OMol25 entry of this formula, charge and spin) ... 4.134 eV

Geometry as ORCA input:
```
! RIJCOSX wB97M-V def2-TZVPD def2/J DEFGRID3
* xyz 1 1
C 1.1844 -1.7843 -0.2079
C -2.4281 0.2057 0.6844
C -1.0788 -1.3844 -0.4958
C 1.0585 0.5654 -0.2344
N -0.0006 -2.1352 -0.5318
N 1.6445 -0.5284 0.2023
N -1.3739 -0.5972 0.5518
N 1.5003 1.7698 0.0237
O -3.2026 0.5175 -0.3711
H 1.9396 -2.4751 -0.2657
H -2.5038 0.8663 1.5429
H -1.7411 -1.7476 -1.3942
H 0.1222 0.5283 -0.9296
H 2.6333 -0.4589 0.5183
H -0.7749 -0.5704 1.3514
H -3.0157 -0.0459 -1.0516
H 2.4656 1.9769 0.4186
H 0.9780 2.3628 -0.4967
*
```

***

7.
DFT (wB97M-V/def2-TZVPD) results for a 2-piece molecular cluster, C4H9N4O4S2 overall in a non-equilibrium geometry.

Calculated values
Electronic energy ... -40104.5311 eV
Gap between HOMO and LUMO ... 8.48 eV
Relative energy (zero: lowest compared OMol25 entry of this formula, charge and spin) ... 0.080 eV

Geometry as ORCA input:
```
! RIJCOSX wB97M-V def2-TZVPD def2/J DEFGRID3
* xyz 1 1
C -1.2197 -1.5848 0.1631
C 0.9630 1.3873 -0.5152
C 0.8401 -1.0586 -0.8493
C -1.1057 0.3039 -1.0396
N 1.0740 1.0769 0.9867
N 0.2184 -1.3659 0.4144
N -1.8598 -0.4396 -0.3637
N 0.3166 0.2066 -1.1829
O -0.5326 -0.1233 2.5154
O 1.7543 -0.9039 2.3057
O -3.7372 -0.7804 1.9335
O -2.5571 1.2926 2.0403
S 0.6773 -0.3403 1.6327
S -3.7898 0.6052 1.6702
H -1.4845 -2.4275 -0.5192
H -1.6838 -1.9012 1.0958
H 0.2146 2.1751 -0.5949
H 1.8997 1.6307 -0.8661
H 1.9324 -1.0663 -0.7183
H 0.6937 -1.8382 -1.6959
H -1.4238 1.2876 -1.3742
H -1.4759 0.4484 2.5262
H 0.8802 1.9283 1.6445
*
```

***

8.
DFT (wB97M-V/def2-TZVPD) results for one molecule with the formula C4H9N5 in a non-equilibrium geometry.

Calculated values
SMILES ... [H]/N=C1\CN/C(=N\NC)N1
Electronic energy ... -11743.4301 eV
Gap between HOMO and LUMO ... 9.32 eV
Relative energy (zero: lowest compared OMol25 entry of this formula, charge and spin) ... 1.202 eV

Geometry as ORCA input:
```
! RIJCOSX wB97M-V def2-TZVPD def2/J DEFGRID3
* xyz 0 1
C -0.7768 1.3007 -2.4923
C 0.5423 -0.3473 -0.2178
C -0.5421 -0.4247 1.8250
C 0.9909 -0.5809 2.0321
H 0.1687 1.7891 -2.8452
H -1.4936 1.3935 -3.2526
H -1.1815 1.8965 -1.6122
H -0.5083 -0.6382 -3.0188
H -1.5103 -0.1846 -0.1928
H -1.0544 -1.2921 2.2792
H -0.8765 0.4840 2.3539
H 1.0477 -0.8800 3.9060
H 2.5288 -0.6381 0.5969
N -0.5763 -0.1361 -2.1362
N 0.7129 -0.2849 -1.4792
N -0.6728 -0.2877 0.3987
N 1.6297 -0.8015 3.1065
N 1.5717 -0.3677 0.7489
*
```

***

9.
DFT (wB97M-V/def2-TZVPD) results for C4H9N5 as an isolated structure in a non-equilibrium geometry.

Calculated values
Electronic energy ... -11736.2787 eV
Gap between HOMO and LUMO ... 8.73 eV
Relative energy (zero: lowest compared OMol25 entry of this formula, charge and spin) ... 8.354 eV

Geometry as ORCA input:
```
! RIJCOSX wB97M-V def2-TZVPD def2/J DEFGRID3
* xyz 0 1
C -2.1430 1.4581 0.3267
C -1.1924 -1.7743 0.0221
C 0.6580 -0.3598 0.0974
C 3.0386 0.1126 0.1117
H -3.4708 1.8387 -0.1469
H -1.4363 2.4215 -0.2438
H -2.0000 1.2484 1.6619
H -2.1720 0.5364 -1.5085
H -1.5299 -2.8599 0.4019
H 0.5849 -0.1921 -0.8934
H 2.1045 -0.5221 1.8351
H 3.7992 0.5662 0.7356
H 2.6027 -0.5103 -1.6092
N -1.6108 0.3552 -0.6275
N -2.2092 -1.0987 -0.5680
N -0.2362 -1.1347 0.6166
N 1.7410 -0.0236 0.8377
N 3.4718 -0.0616 -1.0495
*
```

***

10.
DFT (wB97M-V/def2-TZVPD) results for C4H9N5 as an isolated structure in a non-equilibrium geometry.

Calculated values
Electronic energy ... -11730.7138 eV
Gap between HOMO and LUMO ... 7.25 eV
Relative energy (zero: lowest compared OMol25 entry of this formula, charge and spin) ... 13.919 eV

Geometry as ORCA input:
```
! RIJCOSX wB97M-V def2-TZVPD def2/J DEFGRID3
* xyz 0 1
C 1.3099 1.6038 0.6360
C -0.0064 0.0296 -0.5221
C 0.6227 -1.2120 -0.3473
C -1.5298 -0.2306 -0.3998
H 0.8130 0.7967 1.7688
H 1.0405 3.0274 0.6581
H 2.6209 1.0865 0.0741
H -0.3158 2.0091 -0.7768
H 2.2508 -2.4871 0.3122
H 2.3222 -1.2039 -1.4990
H -1.9192 -2.3741 1.3394
H -2.8431 1.2295 -1.1117
H -2.4882 1.1282 0.9647
N 0.5613 1.2867 -0.6677
N 1.9414 -1.3744 -0.3937
N -0.2129 -2.1407 0.1828
N -1.4296 -1.6914 0.0034
N -2.7377 0.5166 -0.2216
*
```

***

11.
DFT (wB97M-V/def2-TZVPD) results for a 2-piece molecular cluster, C4H9N7 overall in a non-equilibrium geometry.

Calculated values
Electronic energy ... -14720.7078 eV
Gap between HOMO and LUMO ... 10.30 eV
Relative energy (zero: lowest compared OMol25 entry of this formula, charge and spin) ... 3.289 eV

Geometry as ORCA input:
```
! RIJCOSX wB97M-V def2-TZVPD def2/J DEFGRID3
* xyz 0 1
C 0.8587 -0.0512 0.9146
C -0.3134 -0.2650 -0.1256
C 1.9500 -1.1036 0.5440
C 1.4731 1.3652 0.8708
N 0.1260 -0.3626 2.1509
N -3.6882 -0.1888 -0.9458
N -1.0519 -0.5278 1.9701
N -3.1110 0.2476 -1.8099
N -1.3391 -0.6508 0.6466
N -0.3249 -0.0321 -1.3629
N -2.6008 0.6953 -2.7701
H 2.7620 -1.2814 1.1174
H 2.2325 -1.1377 -0.4905
H 1.4050 -2.0676 0.6058
H 2.3258 1.3729 1.5460
H 0.7893 2.1921 1.1612
H 1.9087 1.5130 -0.0529
H -2.3691 -0.6915 0.3911
H 0.6242 0.1462 -1.7339
H -1.6570 0.8275 -2.6270
*
```

***

12.
DFT (wB97M-V/def2-TZVPD) results for C4H9NO as an isolated structure.

Calculated values
Electronic energy ... -7828.8981 eV
Gap between HOMO and LUMO ... 8.67 eV
Relative energy (zero: lowest compared OMol25 entry of this formula, charge and spin) ... 3.422 eV

Geometry as ORCA input:
```
! RIJCOSX wB97M-V def2-TZVPD def2/J DEFGRID3
* xyz 0 1
C 0.1004 -1.9752 0.6577
C 0.1800 -1.2317 -0.5249
N 0.1126 0.6847 -0.1750
C -0.3056 1.6053 -1.2025
C 0.0982 1.0515 1.0602
O 0.3480 0.2509 2.0418
H -0.8554 -2.4224 0.9222
H 0.2721 -0.7734 1.5989
H 0.9870 -2.5223 0.9725
H -0.6774 -1.1603 -1.1931
H 1.1346 -1.1561 -1.0411
H -1.2811 1.3130 -1.6121
H 0.4162 1.6112 -2.0264
H -0.3946 2.6301 -0.8136
H -0.1350 2.0947 1.3353
*
```

***

Q: What is the relative energy (zero: lowest compared OMol25 entry of this formula, charge and spin) in the ninth record?
A: 8.354 eV